{
  "formula": "C2H4N2Si2",
  "method": "the ωB97M-V functional and the def2-TZVPD basis",
  "e_above_lowest_ev": 3.7681,
  "lumo_energy_ev": [-1.590, -1.497],
  "multiplicity": 1,
  "e_homo_ev": [-8.194, -8.356],
  "species": ["C", "C", "N", "N", "Si", "Si", "H", "H", "H", "H"],
  "xyz": [[1.2013, -0.2354, 1.5074], [-1.5112, 0.2505, -1.5432], [1.5301, 0.7512, 2.0096], [-1.6673, -0.6028, -2.3372], [1.3490, -1.6678, 0.3365], [-1.2114, 1.3819, -0.0470], [2.1872, -1.4945, -0.8126], [0.1607, -2.6378, 0.6383], [0.1307, 2.1195, -0.3589], [-2.1691, 2.1352, 0.6072]],
  "forces_ev_per_angstrom": [[0.928, -0.283, -1.055], [-0.764, -0.961, -0.685], [-0.306, 0.085, 0.425], [0.435, 1.865, 1.660], [-1.788, -0.905, 2.166], [3.384, -1.303, -1.823], [0.011, 0.184, -0.599], [1.228, 0.914, -0.816], [-1.408, -0.577, 0.286], [-1.722, 0.980, 0.442]]
}

{
  "formula": "C2H4N3",
  "method": "the ωB97M-V functional and the def2-TZVPD basis",
  "e_above_lowest_ev": 4.6249,
  "total_charge": 1,
  "lumo_energy_ev": -5.364,
  "multiplicity": 1,
  "e_homo_ev": -14.773,
  "species": ["C", "C", "N", "N", "N", "H", "H", "H", "H"],
  "xyz": [[-1.5286, 0.2793, 0.8402], [1.8752, -0.2878, -0.6074], [0.4567, -0.5981, -0.5771], [1.0681, -1.0685, -1.4981], [-2.6274, 0.6095, 1.0209], [2.2751, 0.7012, -1.0478], [2.5611, -0.4748, 0.1881], [-0.5130, -0.0189, 0.7386], [-3.5671, 0.8582, 0.9425]],
  "forces_ev_per_angstrom": [[-4.969, 1.731, 1.745], [1.935, 4.108, -0.844], [-0.255, 0.651, 0.386], [0.612, -1.887, -0.891], [5.181, -1.582, -0.987], [-1.440, -1.312, 0.452], [0.012, -1.873, 0.378], [0.770, -0.338, -0.296], [-1.846, 0.502, 0.058]]
}

{
  "formula": "C2H4N3O",
  "method": "the ωB97M-V functional and the def2-TZVPD basis",
  "e_above_lowest_ev": 4.6321,
  "total_charge": 1,
  "lumo_energy_ev": [-6.629, -6.628],
  "multiplicity": 1,
  "e_homo_ev": [-16.146, -16.147],
  "species": ["C", "N", "O", "C", "N", "N", "H", "H", "H", "H"],
  "xyz": [[1.2889, 0.5794, -0.0014], [-0.1144, 0.1848, 0.1767], [-0.8695, 1.0934, 0.4451], [-0.6949, -1.0573, -0.1013], [-1.9853, -0.8270, -0.1087], [-2.5877, 0.1164, 0.0973], [2.0169, 0.0387, 0.6589], [1.7967, 0.1172, -0.9026], [1.2363, 1.6622, 0.1942], [-0.0870, -1.9077, -0.4582]],
  "forces_ev_per_angstrom": [[2.215, -1.287, 0.227], [-0.435, -2.235, -0.841], [-0.578, 1.285, 0.353], [3.442, 0.967, -0.267], [-1.658, -0.314, -0.095], [-0.084, -0.297, 0.178], [-1.249, 0.646, 0.692], [-1.475, 1.304, -0.012], [0.740, -0.604, -0.628], [-0.918, 0.535, 0.394]]
}

{
  "formula": "C2H4N3O",
  "method": "the ωB97M-V functional and the def2-TZVPD basis",
  "e_above_lowest_ev": 4.1913,
  "total_charge": 1,
  "lumo_energy_ev": [-6.724, -6.723],
  "multiplicity": 1,
  "e_homo_ev": [-15.646, -15.646],
  "species": ["C", "N", "O", "C", "N", "N", "H", "H", "H", "H"],
  "xyz": [[-0.8754, -0.1979, 1.3215], [0.2005, -0.3262, 0.3042], [1.0446, -1.1471, 0.4827], [0.2164, 0.3703, -0.8927], [1.2143, 0.3036, -1.7076], [2.0227, 0.2183, -2.4543], [-0.4048, 0.3670, 2.0981], [-1.5518, 0.6060, 0.8946], [-1.3052, -1.1878, 1.3350], [-0.5614, 0.9939, -1.3816]],
  "forces_ev_per_angstrom": [[-0.814, 2.619, -2.731], [0.102, 0.429, -2.424], [1.177, -0.777, 0.714], [-3.508, 1.536, 1.392], [2.470, -1.339, -1.101], [0.224, 0.158, -0.010], [0.254, -0.763, 1.336], [0.189, -1.338, 0.384], [-0.143, -0.021, 1.020], [0.050, -0.504, 1.421]]
}